{"formula": "C48H46AsF8O12", "method": "ωB97M-V/def2-TZVPD", "species": ["As", "F", "F", "F", "F", "F", "F", "F", "C", "C", "C", "C", "C", "C", "H", "H", "H", "H", "H", "F", "C", "C", "C", "C", "C", "C", "H", "H", "H", "H", "H", "C", "C", "C", "C", "C", "C", "O", "O", "H", "H", "H", "H", "H", "H", "C", "C", "C", "C", "C", "C", "O", "O", "H", "H", "H", "H", "H", "H", "C", "C", "C", "C", "C", "C", "O", "O", "H", "H", "H", "H", "H", "H", "C", "C", "C", "C", "C", "C", "O", "O", "H", "H", "H", "H", "H", "H", "C", "C", "C", "C", "C", "C", "O", "O", "H", "H", "H", "H", "H", "H", "C", "C", "C", "C", "C", "C", "O", "O", "H", "H", "H", "H", "H", "H"], "positions_angstrom": [[41.616925, -5.511940, -8.641068], [40.709880, -5.276674, -10.076820], [42.969274, -4.724330, -9.525899], [42.652246, -5.549406, -7.163806], [40.279375, -6.266413, -7.703685], [42.110348, -7.124538, -9.019297], [41.046224, -3.887944, -8.224795], [40.441384, -12.752410, -5.209469], [41.160537, -11.700423, -5.570372], [40.539595, -10.611179, -6.289093], [41.309035, -9.479414, -6.588670], [42.666739, -9.445970, -6.249324], [43.197293, -10.521139, -5.577957], [42.470274, -11.655859, -5.201480], [39.479785, -10.609065, -6.496962], [40.827785, -8.629305, -7.049223], [43.264744, -8.565278, -6.431463], [44.240305, -10.466446, -5.303099], [42.930299, -12.460344, -4.646870], [47.479230, -1.212639, -12.445405], [46.444952, -2.148247, -12.389530], [45.162678, -1.725203, -11.984425], [44.204032, -2.741810, -11.846703], [44.517977, -4.075501, -12.117934], [45.813079, -4.465106, -12.433670], [46.794336, -3.497262, -12.612853], [44.959008, -0.688717, -11.759431], [43.237372, -2.298286, -11.658966], [43.745623, -4.825759, -12.034338], [45.978374, -5.532335, -12.423745], [47.778250, -3.776244, -12.959944], [46.660734, -8.245003, -8.316268], [47.716653, -7.446161, -7.973111], [47.774033, -6.099361, -8.572683], [46.746611, -5.572330, -9.282563], [45.620055, -6.375322, -9.525551], [45.656691, -7.700018, -9.105676], [44.500978, -8.400502, -9.379565], [48.866284, -5.378984, -8.486039], [46.664146, -9.242719, -7.902805], [48.531778, -7.891025, -7.421681], [46.856687, -4.617945, -9.775958], [44.904125, -6.140679, -10.299361], [43.752818, -7.841835, -9.602648], [49.066507, -5.129725, -7.580836], [42.270660, -7.570687, -14.523507], [42.642486, -8.747091, -15.135841], [42.890663, -9.880857, -14.418071], [42.966615, -9.804148, -12.996098], [42.654448, -8.567374, -12.358627], [42.231817, -7.484839, -13.142398], [41.713042, -6.307052, -12.583536], [43.193923, -11.044057, -15.099846], [42.253876, -6.652555, -15.091976], [42.901244, -8.762584, -16.184267], [43.500409, -10.643184, -12.574827], [42.594304, -8.613738, -11.281299], [41.601061, -6.449489, -11.640796], [43.396959, -11.866607, -14.648434], [46.449754, -2.092905, -7.070748], [45.896098, -3.204966, -6.510318], [44.749733, -2.974619, -5.730867], [44.244826, -1.692263, -5.305415], [44.993531, -0.610506, -5.799261], [46.074149, -0.835265, -6.660922], [46.655650, 0.301914, -7.197213], [44.099305, -4.113817, -5.246333], [47.316814, -2.228599, -7.700181], [46.284130, -4.163247, -6.822619], [43.358087, -1.519261, -4.713675], [44.643856, 0.377792, -5.539646], [47.376818, 0.190504, -7.820999], [43.907358, -4.735229, -5.952448], [39.990914, -1.435651, -6.055262], [40.304133, -1.611453, -4.734548], [39.505951, -0.911503, -3.815025], [38.335598, -0.199117, -4.195489], [38.070973, -0.083920, -5.485062], [38.835073, -0.770191, -6.479922], [38.481815, -0.807003, -7.820262], [39.800017, -1.041438, -2.496487], [40.531516, -2.087932, -6.725100], [41.156035, -2.223294, -4.477021], [37.763807, 0.350462, -3.462409], [37.219839, 0.457845, -5.870337], [37.979615, -0.108408, -8.246129], [39.469495, -0.236838, -2.090320], [40.885809, 1.574355, -9.607549], [40.546994, 0.346854, -10.227559], [41.333153, -0.725536, -10.038201], [42.530139, -0.789829, -9.264958], [42.839476, 0.411029, -8.683040], [42.033497, 1.535966, -8.845665], [42.436270, 2.689759, -8.293142], [40.975413, -1.924495, -10.568936], [40.347339, 2.502411, -9.730673], [39.632675, 0.287488, -10.799315], [43.004172, -1.751396, -9.134286], [43.785004, 0.337568, -8.166346], [43.388714, 2.699631, -8.412943], [41.743332, -2.499938, -10.596679], [39.481510, -4.443142, -3.330946], [40.391018, -3.969578, -2.358666], [41.675721, -4.445998, -2.362559], [42.052038, -5.410218, -3.310766], [41.213320, -5.768559, -4.360556], [39.956464, -5.255302, -4.317959], [39.077395, -5.809385, -5.232835], [42.569883, -4.208843, -1.347767], [38.435966, -4.214894, -3.476414], [40.005931, -3.409733, -1.519215], [43.077291, -5.748487, -3.281852], [41.556008, -6.549205, -5.023544], [39.565935, -6.026755, -6.030123], [42.590766, -3.319782, -0.986201]], "forces_ev_per_angstrom": [[0.290, 2.784, 1.834], [-0.368, -1.166, -0.382], [-0.629, -1.018, 0.691], [-0.824, -0.211, -1.281], [0.944, 0.614, -0.903], [0.134, 0.086, -0.553], [0.475, -1.122, 0.457], [-0.825, -0.798, 0.115], [-0.757, 2.283, -1.252], [1.255, -0.633, 1.046], [-0.254, -0.834, 0.276], [-0.789, -0.050, 0.105], [0.731, -0.173, 0.332], [0.502, 0.618, -0.396], [-0.026, -0.243, -0.039], [0.032, 0.052, -0.137], [0.040, -0.003, -0.202], [0.151, -0.083, 0.100], [-0.050, -0.054, 0.005], [-1.089, -0.790, -0.188], [0.468, 0.026, 0.517], [1.541, -1.495, -0.357], [0.709, 1.133, -0.897], [-0.573, 0.465, 0.521], [-0.641, 0.559, 0.297], [-0.479, 0.827, 0.014], [-0.027, 0.006, -0.057], [-0.369, -0.836, 0.145], [-0.089, -0.020, 0.064], [0.493, -0.011, -0.527], [0.190, 0.203, 0.252], [0.046, 0.065, 0.448], [0.038, 2.252, -1.904], [-1.343, -3.454, 1.742], [-1.423, -0.705, -0.837], [1.873, -0.692, -0.483], [-2.699, 0.927, -0.151], [0.914, -1.647, 0.221], [3.090, 1.941, 0.448], [-0.513, -0.189, -0.284], [0.225, 0.411, 0.119], [0.005, 0.199, 0.189], [-0.340, 0.454, 0.429], [0.206, 0.442, 0.177], [0.103, -0.080, 0.117], [0.928, 0.406, 0.186], [0.202, 0.269, -0.907], [0.620, -1.298, 2.579], [0.142, 1.316, -1.968], [-0.378, -1.699, -0.936], [-0.847, 0.350, 1.172], [0.891, -1.137, -0.753], [-0.049, 0.553, -1.211], [-0.524, 0.034, -0.102], [-0.430, -0.019, -0.250], [-0.466, -0.023, 0.887], [0.164, 0.525, 0.114], [-0.163, 0.209, 0.334], [-0.147, 0.589, 0.841], [1.384, 0.468, 0.225], [-1.647, 0.934, 0.181], [-1.172, -1.349, 1.327], [2.515, -1.109, -1.937], [-0.493, -0.809, 0.216], [-0.324, 1.160, -0.634], [-0.313, 0.780, 0.440], [0.126, 1.049, 0.459], [0.084, 0.234, -0.338], [-0.461, -0.328, 0.359], [0.056, -0.433, 0.025], [0.356, 0.269, -0.186], [-0.093, -0.744, 0.102], [-0.073, -0.021, -0.374], [-1.024, -1.127, -1.629], [-1.027, 1.668, 0.978], [-0.345, -0.754, -0.642], [2.415, -0.443, 2.413], [-0.461, -0.624, -4.694], [-0.121, 1.164, 0.721], [0.721, -0.967, 0.280], [0.268, 0.405, 0.923], [0.098, 0.362, -0.615], [-0.106, 0.042, 0.370], [-0.105, -0.121, 0.237], [-0.259, 0.191, 0.212], [0.020, 0.403, 0.920], [-0.018, -0.052, 0.448], [0.597, -1.792, -0.081], [-0.984, 2.310, 0.325], [1.854, -3.099, 0.535], [-2.549, 1.710, -0.920], [0.891, -1.396, -0.073], [-0.203, -0.284, -0.550], [0.817, 1.708, 0.737], [-0.957, -0.180, -1.033], [-0.084, -0.083, -0.007], [0.059, -0.287, -0.186], [0.386, 0.160, 0.154], [0.052, 1.038, 0.620], [0.177, 0.353, 0.383], [-0.185, -0.328, 0.295], [0.714, 0.627, -0.024], [-1.630, -0.621, -0.033], [0.022, -0.834, -0.269], [0.529, 0.957, -0.436], [2.163, -0.043, 2.087], [-1.375, -1.720, -1.600], [-0.731, 0.803, 0.407], [0.746, -0.212, 0.394], [-0.092, 0.473, 0.684], [0.175, 0.335, -0.073], [0.034, -0.201, 0.087], [-0.291, 0.165, -0.360], [0.077, -0.033, -0.289], [-0.505, 0.113, -0.377]], "lowdin_charge": [0.87, -0.22, -0.27, -0.27, -0.26, -0.23, -0.25, 0.06, -0.30, 0.01, -0.07, -0.09, -0.09, -0.03, 0.10, 0.08, 0.10, 0.10, 0.11, -0.01, -0.23, 0.00, -0.06, -0.09, -0.10, -0.02, 0.11, 0.08, 0.08, 0.11, 0.11, -0.03, 0.01, -0.38, -0.02, -0.01, -0.30, 0.01, 0.04, 0.11, 0.10, 0.11, 0.09, 0.03, 0.11, -0.02, -0.04, -0.32, 0.01, 0.00, -0.29, 0.02, 0.02, 0.12, 0.12, 0.11, 0.09, 0.05, 0.10, -0.05, -0.01, -0.25, 0.03, -0.03, -0.33, 0.01, 0.00, 0.11, 0.11, 0.10, 0.11, 0.10, 0.06, 0.00, -0.01, -0.31, -0.05, -0.05, -0.26, 0.03, 0.02, 0.10, 0.11, 0.11, 0.11, 0.10, 0.10, 0.01, -0.03, -0.34, 0.01, -0.01, -0.37, 0.03, 0.03, 0.11, 0.12, 0.12, 0.10, 0.10, 0.05, -0.01, -0.04, -0.33, 0.00, -0.02, -0.34, 0.02, 0.02, 0.12, 0.11, 0.11, 0.11, 0.04, 0.10], "relative_energy_kj_mol": 259.12, "multiplicity": 1, "homo_energy_ev": -5.6, "total_energy_ha": -5794.39431, "charge": -1, "orbital_gap_ev": 7.704, "largest_force_ev_per_a": 4.758}